# 1
The following is a quantum chemistry calculation of an isolated ion of composition C10H13O2 and charge +1 in a non-equilibrium geometry, from the OMol25 dataset.

Structure (XYZ):
```
25
C10H13O2, DFT ωB97M-V with the def2-TZVPD basis set
H -3.79196 -0.02307 -0.24348
C 1.18426 0.70353 0.15482
C -2.18437 -1.55294 0.63499
C -1.26258 -0.73029 0.04535
O 2.25796 1.45289 0.09510
C 1.21687 -0.76511 -0.02192
H 3.95377 0.36960 -0.68107
H 3.23715 -1.20524 0.73137
H -2.82562 -1.27883 1.53592
C -3.66746 1.04371 -0.21366
H -3.90020 1.55137 -1.11442
C -0.00486 1.31947 0.32410
H 0.00448 -0.73342 -1.73656
H 4.03716 0.86841 0.88928
C 2.22426 -1.57425 0.30751
H 0.01503 -2.25072 -0.93989
H -2.12976 -2.58719 0.40607
H 3.99654 2.03065 -0.46965
C -1.18669 0.70050 0.17803
O -2.24357 1.47546 0.01061
H -4.22075 1.50200 0.63477
C 3.62466 1.07644 -0.07377
H 1.91134 -2.56161 -0.07403
H -0.21664 2.41683 0.36137
C -0.02902 -1.24819 -0.74085
```

Molar mass in g/mol: 165.2
Net charge: +1
Spin multiplicity: 1
HOMO level in eV: -13.290

Results of the Löwdin charge analysis, in e, for atoms 1 through 6:
1. H 0.067
2. C -0.177
3. C 0.137
4. C -0.174
5. O 0.034
6. C -0.213

# 2
The following is a quantum chemistry calculation of a 2-piece molecular cluster, C2H10NO overall in a non-equilibrium geometry, from the OMol25 dataset.

Structure (XYZ):
```
14
C2H10NO, DFT ωB97M-V with the def2-TZVPD basis set
H 0.08159 0.26922 0.82949
H 0.85361 -2.26136 -0.12049
H 0.89323 1.35890 -1.27963
C -0.22017 -2.34942 -0.33805
O -0.69940 -1.26153 0.53920
H -0.52864 -3.33352 0.03463
H -0.45610 -2.06353 -1.33992
H 0.33337 2.99287 -0.32790
H 0.05133 1.81970 1.56542
H 1.41086 1.23867 0.78729
H -1.63112 -1.38128 0.74504
H -0.68266 1.77238 -1.23883
C 0.20882 1.94367 -0.62483
N 0.38527 1.25522 0.76857
```

Molar mass in g/mol: 64.1
Net charge: +1
Spin multiplicity: 1
Relative energy (zero: lowest compared OMol25 entry of this formula, charge and spin) in kcal per mole: 31.6
HOMO level in eV: -15.205

Results of the Löwdin charge analysis, in e, for atoms 1 through 6:
1. H 0.088
2. H 0.088
3. H 0.110
4. C -0.054
5. O -0.178
6. H 0.098

# 3
The following is a quantum chemistry calculation of C37H40O2P2Tc as an isolated structure in a non-equilibrium geometry, from the OMol25 dataset.

Structure (XYZ):
```
82
C37H40O2P2Tc, DFT ωB97M-V with the def2-TZVPD basis set
H 0.46535 3.85964 -1.33259
H -3.07779 3.19271 0.84370
H -0.68027 -1.01546 -3.07515
C -0.80189 -0.35356 -2.21381
C -3.99856 5.14043 -1.81297
C -2.32828 3.47635 -2.44883
C 4.70525 0.17931 1.38818
H 3.09432 4.57928 2.05677
H 0.52429 -5.30671 -2.02629
H -4.55061 5.12122 0.29379
H 4.02901 -3.14956 1.72158
H -4.66824 5.96828 -2.08520
C 2.03139 -0.46986 2.68051
C -1.44725 -2.81813 -0.77127
H 4.43337 0.72806 2.31135
C 3.98689 -2.27117 1.04683
H -3.68878 -3.24996 -1.43826
H -3.87882 1.02736 -1.42219
C -1.95509 -3.50713 0.35921
C -0.69475 -3.56227 -1.69353
H -0.00162 -6.29497 0.21949
H -2.74607 -3.05428 0.98168
H 4.31186 1.75996 0.11252
C -2.23969 3.00997 -1.12387
C 4.65118 0.71578 0.15607
C -3.92739 4.66550 -0.50070
C 0.55915 2.28901 1.73666
Tc 0.71655 -0.31752 0.89014
H -3.13857 4.98047 -3.79643
H 1.97366 -0.21546 5.37556
H -0.89429 -0.50449 3.27780
H 0.00137 1.54138 2.32817
H 5.14037 -1.35477 2.74248
C -3.09971 3.58821 -0.17556
C 2.24638 4.05164 1.60348
H -1.49966 -0.36261 1.55471
C -0.44280 0.95472 -2.01724
C -0.48476 -5.37347 -0.09074
H 3.64787 -2.00068 -1.92679
H -7.28075 -1.27779 -2.70509
C 0.12804 2.63210 0.42001
C -4.29623 0.06072 -1.66941
H 3.64570 -0.58140 4.80005
H -0.51410 -3.18107 -2.70153
H 1.49561 -2.29847 -1.11210
H 0.14898 1.60586 -2.66131
C -5.57056 -2.40776 -2.10762
H 5.33467 -0.44680 -1.52149
C -0.73005 -0.88433 2.22301
C 1.56761 3.08608 2.33638
H 1.79425 2.92207 3.40075
C 1.84912 4.32245 0.28207
H -1.81994 -5.25071 1.62755
H 2.66009 -0.54629 -2.35908
C 4.38402 -0.05025 -1.13990
C -0.14528 -4.79615 -1.32643
H 3.23507 1.11493 5.32068
C -3.14430 4.56721 -2.78970
O 2.14637 -1.62637 3.15537
H -1.71348 3.03111 -3.23255
C -5.63525 0.01711 -2.10536
H 4.17086 0.78337 -1.83072
C 3.19801 -1.05773 -1.51852
H -6.01875 -3.38126 -2.26795
C 4.96368 -1.25993 1.66401
C 0.77151 3.65129 -0.28350
P -1.08238 1.63849 -0.50686
C 2.85711 0.18521 4.85895
H 4.43379 -2.56797 0.07426
C 2.47272 -1.94721 0.74721
H 1.98772 -2.85856 1.07275
C -4.23838 -2.33615 -1.67556
C -6.24940 -1.21010 -2.35508
C -3.55610 -1.12585 -1.51018
O 2.43408 0.55514 3.48895
C -1.45934 -4.75874 0.71406
H 5.96250 -1.50548 1.24505
H -0.90810 -1.98225 2.22583
C 2.06081 -1.49119 -0.57810
H 2.35899 5.09409 -0.29079
H -6.23235 0.92399 -2.26621
P -1.73993 -1.00865 -0.87115
```

Molar mass in g/mol: 676.7
Net charge: +2
Spin multiplicity: 4
Relative energy (zero: lowest compared OMol25 entry of this formula, charge and spin) in kcal per mole: 122.2
HOMO level (spin up / spin down) in eV: -13.819 / -13.897

Results of the Löwdin charge analysis, in e, for atoms 1 through 6:
1. H 0.124
2. H 0.111
3. H 0.098
4. C -0.282
5. C -0.038
6. C -0.089

# 4
The following is a quantum chemistry calculation of C30H44CeN2O6P2 as an isolated structure in a non-equilibrium geometry, from the OMol25 dataset.

Structure (XYZ):
```
85
C30H44CeN2O6P2, DFT ωB97M-V with the def2-TZVPD basis set
C -4.26821 0.30701 0.16227
C 1.73315 0.02420 3.24510
N 5.47813 -2.36426 1.91363
O 1.31809 -0.60083 -1.22240
C -0.23258 2.35118 -4.07327
H 1.84673 2.98329 4.03676
H 3.64187 -0.38132 2.36763
H -0.97371 5.23914 0.28661
H -3.07513 2.23153 -5.03301
C -1.55246 1.83749 3.41524
H 2.57515 2.47347 2.50332
O 2.95317 -6.56132 2.44200
H -2.09500 2.12910 -0.87836
H 0.61981 -3.15936 2.90379
H -3.04971 -2.06510 -0.37095
H -2.83423 -0.56346 -5.91855
C 1.24482 -1.88758 -1.05426
H 3.54578 -0.82042 4.07332
C -2.15767 -1.40950 -0.43583
H -1.96807 1.77516 4.42766
C -0.39684 0.91039 3.27400
P -0.37087 2.87579 0.68830
C -0.02107 1.46858 -5.14177
H -1.74396 1.48285 -6.51339
C 0.99599 1.23236 3.14576
H -2.91222 -1.02692 -3.35380
H -4.54365 1.36736 0.19225
C -1.40716 3.31634 -4.03679
H -1.56067 -2.37021 3.15604
H -4.80489 -0.28916 0.91239
H 0.95318 3.28590 2.56105
H -3.47422 3.11991 -3.57664
C -1.74851 -1.32093 3.40653
C 1.90166 -3.90773 0.28464
O 5.78020 -1.16005 1.80918
C -2.71194 2.46903 -4.01977
H -1.44876 4.21586 -1.10846
H -1.22653 2.87749 3.31855
C 1.01320 2.06546 -0.28515
H -2.50076 -0.89511 2.71811
H -3.25644 1.18105 -2.33426
C -0.49879 -0.52747 3.33957
H 0.66213 1.81506 -1.32560
C -1.91623 1.87752 0.18476
C 2.74123 -4.66227 1.12758
H 0.51526 2.47377 -3.27708
H -4.45335 -0.08458 -0.84258
C 1.62974 2.56831 3.04628
H -0.51709 0.16736 -6.67198
H 1.85381 2.76682 -0.49894
H 3.79508 -1.01550 0.16041
Ce -0.43208 0.08888 -3.46253
H -2.21635 -1.26074 4.39618
N 2.21476 -5.86608 1.71942
H 0.83352 -2.82709 4.62948
C 3.97348 -4.19395 1.57361
H -1.37140 -1.98769 0.08770
O 1.02484 -6.16326 1.46843
H 1.36998 1.15056 0.23513
H -1.38771 -1.28157 -5.20398
O 6.10632 -3.19444 2.62112
H -1.45513 3.96199 -4.92848
H -1.28289 4.01543 -3.18727
C -2.68333 1.16799 -3.27111
C 1.12604 -2.48510 3.61739
O 0.38063 -2.59564 -1.60999
P -2.52824 0.07227 0.63191
C -1.99652 -0.35644 -5.24729
H 1.00379 1.20980 -5.49178
C 0.81040 -1.06126 3.35896
C -2.64895 -0.10303 -3.90490
H 4.63338 -4.77924 2.22653
H 2.19709 -2.68757 3.50299
H 3.66116 0.88238 3.55439
C 2.24075 -2.57786 -0.09975
C 4.28325 -2.86886 1.23603
C -0.65958 4.39095 -0.35556
H -1.95264 -1.40889 -1.54882
H -2.73648 2.45982 0.72440
H 0.97779 -4.40125 -0.02838
C 3.20226 -0.08596 3.32798
C 3.46117 -2.04628 0.38848
H 0.25073 4.74014 -0.87186
H -2.34967 1.53559 2.72210
C -1.12782 0.74071 -5.94040
```

Molar mass in g/mol: 730.8
Net charge: +2
Spin multiplicity: 1
HOMO level (spin up / spin down) in eV: -13.211 / -13.209

Results of the Löwdin charge analysis, in e, for atoms 1 through 6:
1. C -0.288
2. C -0.136
3. N -0.300
4. O -0.145
5. C -0.226
6. H 0.135

# 5
The following is a quantum chemistry calculation of C3H4LiO5 as an isolated structure in a non-equilibrium geometry, from the OMol25 dataset.

Structure (XYZ):
```
13
C3H4LiO5, DFT ωB97M-V with the def2-TZVPD basis set
H 3.02938 -0.37037 0.19666
H 1.57738 0.82142 1.81132
C 1.96912 -0.15256 -0.03649
C 1.43560 0.83225 0.72990
O -1.00044 1.17156 -1.24043
O 1.31450 -1.08695 -0.67614
H -0.35125 -1.20841 -0.48540
O -1.63998 -1.69591 -0.42758
Li -2.70612 -0.27014 0.09218
O -1.55815 1.06864 0.87790
C -0.79818 1.46899 -0.03848
O 0.47187 1.75449 0.33202
H -1.74372 -2.33301 -1.13546
```

Molar mass in g/mol: 127.0
Net charge: -1
Spin multiplicity: 1
Relative energy (zero: lowest compared OMol25 entry of this formula, charge and spin) in kcal per mole: 41.4
HOMO level in eV: -2.314

Results of the Löwdin charge analysis, in e, for atoms 1 through 6:
1. H 0.078
2. H 0.083
3. C -0.336
4. C -0.199
5. O -0.049
6. O -0.193